Record 1
DFT (wB97M-V/def2-TZVPD) results for a structure of composition C23H24I2InN9OS.

Properties
frontier orbital gap = 0.216 Eh
LUMO level = -6.6 eV
ΔE to the lowest compared entry with this formula, charge and spin = 52.33 kcal per mole
HOMO level = -12.5 eV

Structure (ORCA input):
```
! wB97M-V def2-TZVPD RIJCOSX def2/J DEFGRID3
* xyz 2 1
In -1.1794 -0.3290 -0.5683
I -3.2082 -3.9929 5.9606
C -2.9801 -3.0500 4.1183
C -3.9158 -2.1247 3.6811
C -3.7752 -1.5171 2.4404
I -5.1251 0.0035 1.9513
C -2.7397 -1.8642 1.5696
O -2.6791 -1.4305 0.3036
C -1.7394 -2.6991 2.0885
C -0.4731 -2.7940 1.2990
N 0.0388 -1.4094 1.0412
C 0.2222 -0.5789 2.2369
C -0.2397 0.8528 2.0902
C -0.0084 1.7567 3.1189
C -0.4422 3.0595 2.9854
C -1.0971 3.4411 1.8173
C -1.2882 2.4970 0.8402
N -0.8728 1.2244 0.9786
C -1.8620 -3.2976 3.3303
H -4.7535 -1.8643 4.3130
H 0.2803 -3.3692 1.8410
H -0.6307 -3.2679 0.3279
H 0.9334 -1.4517 0.5508
H -0.3458 -1.0241 3.0572
H 1.2767 -0.5734 2.5244
H 0.5094 1.4275 4.0095
H -0.2728 3.7754 3.7779
H -1.4533 4.4502 1.6719
H -1.7954 2.7441 -0.0841
H -1.0768 -3.9491 3.6933
N -4.9333 1.0499 -2.2414
C -4.2996 0.1903 -1.4513
N -3.0012 0.4380 -1.5592
C -2.9154 1.4318 -2.4765
N -4.0748 1.8543 -2.9012
C -1.5875 1.8160 -2.9433
C -1.3839 2.7895 -3.9077
N -0.1734 3.0609 -4.3751
C 0.8282 2.3487 -3.8938
C 0.6439 1.3613 -2.9287
N -0.5630 1.0968 -2.4403
H -5.9283 1.1427 -2.3939
H -4.7507 -0.5619 -0.8329
H -2.2213 3.3468 -4.3061
H 1.8183 2.5555 -4.2781
H 1.4706 0.7913 -2.5327
C 5.3058 0.8439 -0.1374
N 4.8316 -0.2084 -1.0117
C 5.7607 -0.9413 -1.8788
C 4.8473 -1.9242 -2.6322
N 3.5208 -1.5254 -2.1562
C 3.5751 -0.5706 -1.2212
S 2.2209 0.0945 -0.4137
H 6.1287 0.4662 0.4679
H 4.4966 1.1632 0.5124
H 5.6581 1.6929 -0.7241
H 6.5114 -1.4479 -1.2725
H 6.2697 -0.2456 -2.5468
H 5.0556 -2.9610 -2.3716
H 4.9199 -1.8115 -3.7123
H 2.6623 -1.9819 -2.4054
*
```



Record 2
DFT (wB97M-V/def2-TZVPD) results for an isolated molecule of C3H3NO3.

Properties
frontier orbital gap = 0.356 Eh
structure (SMILES) = O=c1ccn(O)o1
LUMO level = 0.4 eV
ΔE to the lowest compared entry with this formula, charge and spin = 121.01 kcal per mole
HOMO level = -9.3 eV

Structure (ORCA input):
```
! wB97M-V def2-TZVPD RIJCOSX def2/J DEFGRID3
* xyz 0 1
C -0.0888 -0.7812 0.6750
C 1.0061 -0.8499 -0.1684
C 0.8641 0.3796 -1.1817
H -2.1872 0.9578 1.0011
H -0.3941 -1.0244 1.7008
H 1.8670 -1.4786 -0.1526
N -0.9454 0.2112 0.1429
O -1.2409 1.1212 1.0671
O 1.6634 0.5917 -1.9887
O -0.5442 0.8726 -1.0955
*
```



Record 3
DFT (wB97M-V/def2-TZVPD) results for the ion CH2FN2O2 with charge -1.

Properties
frontier orbital gap = 0.322 Eh
structure (SMILES) = [O-][N+]([O-])=NCF
LUMO level = 4.6 eV
ΔE to the lowest compared entry with this formula, charge and spin = 86.04 kcal per mole
HOMO level = -4.2 eV

Structure (ORCA input):
```
! wB97M-V def2-TZVPD RIJCOSX def2/J DEFGRID3
* xyz -1 1
C 0.2241 0.2224 -0.9663
N -0.7363 -0.1443 0.1322
N -0.3251 -0.4144 1.3288
O -1.2102 -0.7374 2.0822
O 0.8263 -0.4071 1.6796
F -0.3585 1.2901 -1.7675
H 0.3553 -0.4110 -1.8706
H 1.2245 0.6018 -0.6185
*
```



Record 4
DFT (wB97M-V/def2-TZVPD) results for a cluster of 9 separate species, C43H60N5O25P3 in total.

Properties
frontier orbital gap = 0.335 Eh
structure (SMILES) = O=[N+]([O-])c1ccccc1.O=[N+]([O-])c1ccccc1.O=[N+]([O-])c1ccccc1.O=[N+]([O-])c1ccccc1.O=[N+]([O-])c1ccccc1.COP(=O)(OC)OC.COP(=O)(OC)OC.COP(=O)(OC)OC.CCOC(=O)OC
LUMO level = -0.7 eV
ΔE to the lowest compared entry with this formula, charge and spin = 67.28 kcal per mole
HOMO level = -9.8 eV

Structure (ORCA input):
```
! wB97M-V def2-TZVPD RIJCOSX def2/J DEFGRID3
* xyz 0 1
C -2.7219 1.4797 1.6890
C -3.1076 0.1020 2.1752
O -4.4973 -0.1778 2.2096
C -5.2192 -0.3434 1.1067
O -6.3892 -0.5635 1.1318
O -4.4540 -0.2461 0.0233
C -4.9983 -0.4171 -1.2577
H -3.2830 2.2599 2.2135
H -2.9274 1.5724 0.6258
H -1.6864 1.7430 1.9118
H -2.7598 -0.0045 3.2024
H -2.5391 -0.6182 1.5845
H -6.0072 -0.0383 -1.4349
H -5.0408 -1.4641 -1.5676
H -4.3627 0.0854 -1.9826
C -0.1608 -0.6149 0.0314
C -1.2195 -0.2604 -0.7925
C -1.3322 1.0361 -1.2884
C -0.3787 1.9778 -0.9285
C 0.7093 1.5938 -0.1506
C 0.8178 0.3059 0.3860
N -0.4193 3.3200 -1.4888
O -1.5398 3.7536 -1.6995
O 0.6095 3.9478 -1.5879
H -0.0835 -1.6273 0.4138
H -2.0613 -0.8956 -1.0377
H -2.1427 1.1304 -1.9979
H 1.4430 2.3161 0.1885
H 1.6540 -0.0597 0.9641
C 0.8518 2.2162 3.5663
C 2.1969 1.9147 3.7682
C 2.6540 1.4587 4.9938
C 1.7229 1.2637 6.0234
C 0.4098 1.6114 5.8502
C -0.0268 2.0996 4.6188
N 2.2796 0.8021 7.2969
O 1.5575 0.8767 8.2623
O 3.4586 0.5240 7.3500
H 0.5607 2.4933 2.5611
H 2.8755 2.1651 2.9643
H 3.7170 1.2834 5.0431
H -0.3045 1.4819 6.6524
H -1.0884 2.2087 4.4353
C 0.8650 -0.0052 -7.4774
C 0.7719 -0.9138 -6.4138
C -0.2990 -0.8920 -5.5622
C -1.3025 0.0572 -5.7811
C -1.1935 0.9730 -6.8028
C -0.1160 0.9482 -7.6960
N -2.4539 0.0948 -4.8984
O -2.6336 -0.9041 -4.2115
O -3.1886 1.0578 -4.8880
H 1.7314 -0.0595 -8.1243
H 1.6179 -1.5522 -6.1958
H -0.3698 -1.5823 -4.7329
H -1.9946 1.6929 -6.9173
H -0.1299 1.6017 -8.5543
C 0.8231 -5.9002 -0.1660
C 1.3744 -4.8902 0.6239
C 1.7023 -3.6931 0.0114
C 1.5681 -3.5592 -1.3627
C 0.9802 -4.5417 -2.1177
C 0.5826 -5.7299 -1.5304
N 2.0021 -2.3207 -2.0380
O 1.5938 -2.1511 -3.1676
O 2.6348 -1.5006 -1.4123
H 0.5050 -6.8129 0.3242
H 1.4702 -5.0130 1.6917
H 2.1250 -2.8705 0.5711
H 0.7431 -4.3559 -3.1548
H 0.1140 -6.5070 -2.1120
C -1.2946 5.5745 1.1870
C -2.2196 6.4470 0.6573
C -3.4257 6.6577 1.2925
C -3.7517 5.9725 2.4556
C -2.7945 5.1410 3.0220
C -1.5985 4.8777 2.3608
N -5.0347 6.1640 3.0997
O -5.9275 6.6189 2.4216
O -5.1485 5.8671 4.2673
H -0.3156 5.5107 0.7287
H -2.0142 7.0438 -0.2209
H -4.1964 7.2983 0.8810
H -3.0424 4.7492 4.0020
H -0.9226 4.1376 2.7638
C -5.1686 -4.5281 -3.5753
O -3.8731 -4.3490 -4.1321
P -2.5871 -4.3785 -3.1426
O -2.7201 -3.8640 -1.7726
O -2.1754 -5.9104 -3.1962
C -2.8660 -6.8754 -2.3830
O -1.4632 -3.8135 -4.0979
C -1.1980 -4.3801 -5.3634
H -5.6488 -5.4083 -4.0093
H -5.8285 -3.7106 -3.8749
H -5.1889 -4.5865 -2.4876
H -3.8197 -6.4817 -2.0465
H -2.2286 -7.1602 -1.5467
H -2.9797 -7.7778 -2.9808
H -0.8377 -3.6097 -6.0424
H -2.0299 -4.8371 -5.9083
H -0.4869 -5.2023 -5.2477
C 5.4001 0.9520 -1.0954
O 4.7246 2.1785 -1.4018
P 4.2031 3.1390 -0.2576
O 3.2108 2.5267 0.6325
O 5.5275 3.7282 0.3949
C 5.5286 4.2205 1.7208
O 3.6747 4.3872 -1.0824
C 2.6026 4.2037 -1.9986
H 6.2378 0.7688 -1.7626
H 4.6970 0.1383 -1.2861
H 5.6881 0.9449 -0.0460
H 6.3572 3.8329 2.3167
H 4.6490 3.8922 2.2825
H 5.5816 5.3078 1.7496
H 2.8273 4.6624 -2.9619
H 1.6942 4.6835 -1.6355
H 2.3682 3.1598 -2.2109
C 4.1418 -0.8026 1.9940
O 3.7915 -1.1510 3.3363
P 3.1516 -2.5881 3.6301
O 3.8809 -3.6608 2.9433
O 2.9681 -2.6758 5.2181
C 4.0982 -2.3854 6.0908
O 1.6198 -2.4282 3.0894
C 0.7201 -1.5362 3.7269
H 3.5967 -1.4035 1.2615
H 5.1908 -1.0432 1.8189
H 3.9218 0.2486 1.8226
H 3.6838 -1.7861 6.8935
H 4.8678 -1.9113 5.4907
H 4.4812 -3.2854 6.5704
H -0.1068 -2.0646 4.2070
H 0.2903 -0.8453 2.9991
H 1.2268 -0.9577 4.5037
*
```



Record 5
DFT (wB97M-V/def2-TZVPD) results for a cluster of 3 separate species, C4H12O3 in total.

Properties
expectation value of S² = 0.751
frontier orbital gap (spin up / spin down) = 0.117 / 0.299 Eh
LUMO level (spin up / spin down) = 4.0 / 3.8 eV
ΔE to the lowest compared entry with this formula, charge and spin = 62.19 kcal per mole
HOMO level (spin up / spin down) = 0.8 / -4.3 eV

Structure (ORCA input):
```
! wB97M-V def2-TZVPD RIJCOSX def2/J DEFGRID3
* xyz -1 2
C -1.0554 0.5766 -2.7822
C -1.6084 0.4656 -1.3485
C -0.9706 0.6596 -0.2012
O 0.3698 0.1048 -0.0830
C -1.5517 1.1074 1.1170
H -0.1688 1.2288 -2.6574
H -0.6816 -0.3931 -3.2682
H -1.7719 1.2149 -3.4876
H -2.5690 -0.0729 -1.2312
H 0.8887 0.8865 0.1670
H -0.9120 1.8277 1.5943
H -2.5196 1.5737 1.0089
H -1.6074 0.0655 1.5870
H 0.9124 -1.1983 4.1565
H 0.7919 -1.4736 2.5462
O 0.2934 -1.4203 3.4188
H 2.5228 -1.2686 -0.6249
H 3.8931 -1.6323 -1.0901
O 3.3790 -0.8862 -0.7621
*
```



Record 6
DFT (wB97M-V/def2-TZVPD) results for the ion C6H14N2 with charge +3.

Properties
expectation value of S² = 0.754
frontier orbital gap (spin up / spin down) = 0.338 / 0.229 Eh
LUMO level (spin up / spin down) = -14.7 / -17.7 eV
ΔE to the lowest compared entry with this formula, charge and spin = 16.00 kcal per mole
HOMO level (spin up / spin down) = -23.9 / -23.9 eV

Structure (ORCA input):
```
! wB97M-V def2-TZVPD RIJCOSX def2/J DEFGRID3
* xyz 3 2
C -1.7682 1.9302 -0.5946
C -1.0655 0.8707 0.2540
C 0.3591 0.4928 -0.1828
C 0.7203 -0.9788 -0.2182
C -0.0971 -2.0710 -0.2491
C 2.9073 -2.1814 -0.7796
N 2.1474 -1.1860 -0.3658
N -1.3162 1.1875 1.7263
H -1.7498 1.7700 -1.6794
H -2.8286 1.9433 -0.3265
H -1.4480 2.9535 -0.3450
H -1.6343 -0.0422 0.0640
H 0.4856 0.8051 -1.2563
H 1.2534 1.0221 0.2153
H -1.1809 -2.0612 -0.2318
H 0.2170 -3.0965 -0.4731
H 3.9710 -1.9432 -0.6178
H 2.4654 -2.9430 -1.4267
H 2.6370 -0.4379 0.1287
H -0.5069 1.2288 2.3700
H -1.9947 0.5499 2.1661
H -1.5734 2.1873 1.8224
*
```



What is the ΔE to the lowest compared entry with this formula, charge and spin in the second record?
121.01 kcal per mole



Repeat the second record exactly.
DFT (wB97M-V/def2-TZVPD) results for an isolated molecule of C3H3NO3.

Properties
frontier orbital gap = 0.356 Eh
structure (SMILES) = O=c1ccn(O)o1
LUMO level = 0.4 eV
ΔE to the lowest compared entry with this formula, charge and spin = 121.01 kcal per mole
HOMO level = -9.3 eV

Structure (ORCA input):
```
! wB97M-V def2-TZVPD RIJCOSX def2/J DEFGRID3
* xyz 0 1
C -0.0888 -0.7812 0.6750
C 1.0061 -0.8499 -0.1684
C 0.8641 0.3796 -1.1817
H -2.1872 0.9578 1.0011
H -0.3941 -1.0244 1.7008
H 1.8670 -1.4786 -0.1526
N -0.9454 0.2112 0.1429
O -1.2409 1.1212 1.0671
O 1.6634 0.5917 -1.9887
O -0.5442 0.8726 -1.0955
*
```



The highest ΔE to the lowest compared entry with this formula, charge and spin belongs to which entry?
C3H3NO3